# 1
Computed, not measured: one molecule with the formula C7H10, with the ωB97M-V functional and the def2-TZVPD basis.

Output
Gap between HOMO and LUMO   0.264 hartree
SMILES string   C=C/C=C/C(=C)C
Relative energy (zero: lowest compared OMol25 entry of this formula, charge and spin)   116.4 kcal/mol
HOMO level   -7.2 eV

```
! RIJCOSX wB97M-V def2-TZVPD def2/J DEFGRID3
* xyz 0 1
C 0.262 -3.020 1.853
C -0.094 -2.222 0.838
C 0.257 -0.780 0.760
C 0.077 -0.050 -0.355
C 0.049 1.396 -0.537
C 1.152 2.187 -0.421
C -1.178 1.873 -1.280
H 0.081 -4.062 1.531
H 0.755 -2.823 2.790
H -0.785 -2.481 0.022
H 0.702 -0.449 1.702
H -0.211 -0.536 -1.282
H 1.565 2.530 0.523
H 1.720 2.561 -1.259
H -1.195 2.976 -1.534
H -1.014 1.448 -2.326
H -2.142 1.452 -1.026
*
```



# 2
Computed, not measured: one molecule with the formula C5H11Cl, with the ωB97M-V functional and the def2-TZVPD basis.

Output
Gap between HOMO and LUMO   0.412 hartree
SMILES string   CC(C)[C@@H](C)Cl
Relative energy (zero: lowest compared OMol25 entry of this formula, charge and spin)   30.4 kcal/mol
HOMO level   -10.2 eV

```
! RIJCOSX wB97M-V def2-TZVPD def2/J DEFGRID3
* xyz 0 1
C -1.903 -1.060 -0.628
C -1.080 0.235 -0.257
C -1.309 0.612 1.248
C 0.521 0.184 -0.679
C 0.845 1.742 -0.478
Cl 1.536 -0.920 0.343
H -1.667 -1.499 -1.650
H -3.033 -0.829 -0.707
H -1.725 -1.689 0.256
H -1.530 0.921 -0.989
H -0.580 1.256 1.800
H -2.171 1.280 1.357
H -1.533 -0.257 1.763
H 0.831 -0.187 -1.751
H 0.317 2.503 -1.008
H 0.638 2.025 0.531
H 1.905 1.839 -0.676
*
```